The following is a DFT calculation (ωB97M-V/def2-TZVPD) of C31H20AsF9N2PReS5 as an isolated structure in a non-equilibrium geometry.

```
70
Properties=species:S:1:pos:R:3:lowdin_charge:R:1
Re 0.185 -0.343 -0.338 0.58
S -3.878 -10.551 -9.229 0.39
As -2.339 -10.152 -8.154 0.30
S 1.208 -0.702 -2.045 0.49
S -0.890 -1.916 0.208 0.53
S -0.652 -10.472 -7.100 0.31
S 4.864 -0.949 4.297 1.19
C 3.626 -0.667 3.211 -0.56
C 3.792 0.316 2.345 -0.07
C 2.859 0.457 1.302 -0.05
N 1.770 -0.425 1.036 -0.15
C 1.569 -1.089 2.288 -0.15
C 2.346 -1.233 3.400 -0.01
C 5.181 -2.584 4.640 -0.50
C 5.266 -3.019 5.944 -0.06
C 5.580 -4.371 6.218 -0.10
N 5.980 -5.024 5.202 0.09
C 5.894 -4.871 3.873 -0.10
C 5.456 -3.646 3.625 -0.08
H 4.718 0.822 2.327 0.13
H 3.065 1.177 0.495 0.13
H 0.650 -1.601 2.519 0.08
H 2.161 -1.986 4.155 0.15
H 5.345 -2.264 6.725 0.12
H 5.285 -4.833 7.122 0.12
H 6.149 -5.504 2.999 0.14
H 5.453 -3.281 2.585 0.10
F -0.893 4.008 -7.387 0.18
C 0.031 3.854 -6.417 -0.58
F 0.571 4.991 -6.109 0.20
F 1.043 3.100 -6.943 0.14
C -0.467 3.186 -5.111 -0.02
C -0.557 1.773 -5.046 0.03
C -0.835 1.174 -3.856 -0.14
C -1.001 1.929 -2.718 -0.39
C -1.094 3.329 -2.764 -0.05
C -0.844 3.945 -3.992 0.05
P -1.532 1.120 -1.214 1.01
C -0.726 1.809 0.273 -0.44
C -1.140 1.350 1.612 -0.03
C -0.465 1.870 2.722 0.03
C 0.525 2.810 2.550 -0.03
C 0.954 3.247 1.251 0.06
C 0.305 2.780 0.146 -0.07
C 1.295 3.216 3.786 -0.55
F 1.472 2.162 4.650 0.14
F 0.600 4.214 4.351 0.19
F 2.529 3.696 3.569 0.17
C -3.231 0.601 -0.962 -0.35
C -3.625 -0.672 -1.510 -0.09
C -4.929 -1.049 -1.508 0.05
C -5.874 -0.189 -0.875 -0.03
C -5.495 1.057 -0.418 0.04
C -4.194 1.487 -0.542 -0.05
C -7.322 -0.599 -0.820 -0.63
F -8.164 0.431 -0.713 0.18
F -7.452 -1.347 0.261 0.20
F -7.671 -1.277 -1.900 0.19
H -0.378 1.101 -5.899 0.16
H -1.004 0.094 -3.845 0.11
H -1.315 3.939 -1.896 0.12
H -0.876 5.050 -4.097 0.16
H -1.991 0.689 1.711 0.12
H -0.871 1.725 3.698 0.15
H 1.690 4.059 1.056 0.17
H 0.483 3.177 -0.819 0.10
H -2.912 -1.343 -1.830 0.06
H -5.225 -1.942 -1.983 0.13
H -6.213 1.673 0.114 0.15
H -3.848 2.484 -0.223 0.14
```

As for the total energy: -186298.774 eV. The value obtained for the energy above the lowest of the compared OMol25 structures with the same formula, charge and spin is 0.0 kcal/mol. As for the net charge: +4. As for the HOMO-LUMO gap (alpha / beta): 2.8 / 2.8 eV.